#one
Here is a single C7H8Cl2Si molecule from the Open Molecules 2025 dataset. Energies are from ωB97M-V/def2-TZVPD.

* total charge: 0
* orbital gap: 10.4 eV
* E_HOMO: -0.357 Ha

```
18
Properties=species:S:1:pos:R:3:nbo_charge:R:1
Cl -0.96316 -1.70761 -2.63510 -0.392
Cl 0.04587 1.41610 -2.85980 -0.375
Si 0.34083 -0.31065 -1.77401 1.543
C -0.73076 1.70311 1.59963 -0.204
C -0.77826 -0.95394 0.77117 -0.127
C -0.16555 1.35718 0.36528 -0.188
C -1.24915 -0.59910 2.02260 -0.227
C 2.11894 -0.96987 -1.99036 -1.111
C -1.24221 0.72622 2.42579 -0.195
C -0.24086 0.04720 -0.05611 -0.554
H -0.74618 2.71888 1.93353 0.213
H 0.27679 2.09005 -0.30886 0.225
H 2.73808 -0.45315 -1.26259 0.243
H -1.60185 1.03735 3.36806 0.213
H 2.18875 -2.05331 -1.82593 0.254
H 2.53181 -0.73447 -2.94775 0.252
H -1.66158 -1.32110 2.69379 0.213
H -0.86152 -1.99289 0.48066 0.215
```

***

#two
Here is 2 unconnected molecules or ions with the total composition C7H8Cl2Si from the Open Molecules 2025 dataset. Energies are from ωB97M-V/def2-TZVPD.

* total charge: 0
* orbital gap: 9.5 eV
* E_HOMO: -0.323 Ha

```
18
Properties=species:S:1:pos:R:3:nbo_charge:R:1
Cl 1.53928 -1.65217 0.64404 -0.362
Cl 3.71519 0.74109 0.11325 -0.352
Si 1.94452 -0.04049 -0.42081 1.311
C -1.59592 2.06392 0.60323 -0.147
C -0.73039 -4.57793 -0.76272 -0.215
C 0.50566 1.15205 -0.03656 -0.435
C -0.50048 -4.24225 0.39138 -0.229
C -0.88596 2.99507 -0.07637 -0.245
C 0.34773 2.42409 -0.46765 -0.203
C -0.81264 0.80470 0.70700 -0.489
H 1.98570 -0.38136 -1.73161 -0.211
H -2.41904 2.10350 1.21816 0.207
H -1.31191 0.20358 -0.03901 0.259
H -0.66519 0.25222 1.59743 0.246
H 0.01540 -3.81184 1.20147 0.229
H -0.83729 -5.04787 -1.63851 0.212
H 0.91952 3.04383 -1.07948 0.210
H -1.21418 3.96987 -0.22323 0.214
```

***

#three
Here is a single C7H8Cl2Si molecule from the Open Molecules 2025 dataset. Energies are from ωB97M-V/def2-TZVPD.

* total charge: 0
* orbital gap: 9.2 eV
* E_HOMO: -0.312 Ha

```
18
Properties=species:S:1:pos:R:3:nbo_charge:R:1
Cl 2.30551 0.23491 -2.19152 -0.349
Cl 3.15302 -0.54043 0.95159 -0.336
Si 1.72932 -0.46916 -0.43796 1.459
C -0.20592 1.56570 1.73963 -0.179
C -2.01453 1.31822 0.39282 -0.241
C 0.27943 1.02438 0.28594 -0.609
C -1.52360 1.78191 1.65434 -0.246
C -0.00668 -2.76167 -1.05009 -0.306
C -1.02304 0.86721 -0.37865 -0.213
C 1.20291 -2.12217 -1.03645 -0.727
H -2.97524 1.46756 0.23584 0.201
H -0.97450 -2.36959 -0.72497 0.204
H 0.50663 1.79588 2.50942 0.214
H -1.18476 0.40956 -1.31070 0.210
H 0.84714 1.91436 -0.20798 0.272
H 2.16385 -2.63390 -1.44123 0.239
H -0.11778 -3.67888 -1.48072 0.186
H -2.16175 2.19612 2.49068 0.221
```

***

Stability, highest: #one

***

#one
Here is a single C3H4N2O2S2 molecule from the Open Molecules 2025 dataset. Energies are from ωB97M-V/def2-TZVPD.

* total charge: 0
* orbital gap: 9.2 eV
* E_HOMO: -0.327 Ha

```
13
Properties=species:S:1:pos:R:3:nbo_charge:R:1
S -0.60528 -0.36841 1.07091 0.440
S 0.13774 3.54240 1.90770 -0.185
O 1.25813 1.24973 2.07259 -0.642
O -2.30544 4.28655 0.16981 -0.477
N -0.66365 1.28538 0.78083 -0.396
N -1.75988 1.95781 0.22600 -0.426
C 0.24820 1.92399 1.53062 0.378
C -1.86185 3.20847 0.37812 0.829
C -0.83203 -1.17367 -0.59945 -0.704
H -0.49990 -0.63729 -1.38623 0.227
H 1.62378 1.93541 2.68271 0.517
H -0.29611 -2.04659 -0.64143 0.225
H -1.80120 -1.38736 -0.79906 0.214
```

***

#two
Here is a single C3H4N2O2S2 molecule from the Open Molecules 2025 dataset. Energies are from ωB97M-V/def2-TZVPD.

* total charge: 0
* orbital gap: 7.7 eV
* E_HOMO: -0.354 Ha

```
13
Properties=species:S:1:pos:R:3:nbo_charge:R:1
S 0.32146 1.82610 -0.37904 1.281
S -1.90706 -0.23601 -1.15447 1.284
O 0.26039 1.70311 -1.86337 -0.956
O -1.22536 -1.50506 -1.23398 -0.925
N -2.20435 1.35544 0.99609 -0.193
N -3.27923 0.61907 0.88963 -0.231
C 1.41599 0.47398 0.17958 -0.809
C -3.25536 -0.33982 0.01886 -0.154
C -1.21417 1.01948 0.04710 -0.266
H -4.03878 -1.07827 -0.09123 0.230
H 0.85741 -0.46048 0.15369 0.251
H 2.26690 0.37306 -0.54494 0.262
H 1.71867 0.73261 1.12657 0.225
```

***

Stability, highest: #one

***

#one
Here is a single C9H8N2O molecule from the Open Molecules 2025 dataset. Energies are from ωB97M-V/def2-TZVPD.

* total charge: 0
* orbital gap (alpha / beta): 7.6 / 7.6 eV
* E_HOMO (alpha / beta): -0.289 / -0.289 Ha

```
20
Properties=species:S:1:pos:R:3:nbo_charge:R:1
O -1.50314 0.24931 2.61233 -0.507
N 0.79580 0.35420 1.63937 -0.309
N 1.36811 0.14928 2.92585 -0.653
C -1.03017 0.26865 0.18067 -0.210
C -2.16764 0.20890 -0.56188 -0.140
C 0.23584 -0.00721 -1.86254 -0.189
C -0.88386 0.26741 1.63399 0.729
C -2.15624 0.14101 -1.96502 -0.222
C 1.27878 0.03757 0.44814 0.136
C 0.19364 0.09955 -0.48945 -0.001
C 2.51703 -0.38520 0.11146 -0.481
C -0.93950 0.11392 -2.66337 -0.172
H -1.06770 0.07515 -3.70362 0.223
H 0.65267 0.34277 3.70256 0.379
H 1.24268 -0.31808 -2.33523 0.226
H -3.13834 0.23505 -0.02513 0.223
H 3.43875 -0.51418 0.67352 0.222
H -3.09193 -0.03771 -2.50939 0.221
H 2.68282 -0.39508 -0.98018 0.188
H 1.57241 -0.88531 3.16794 0.339
```

***

#two
Here is a single C9H8N2O molecule from the Open Molecules 2025 dataset. Energies are from ωB97M-V/def2-TZVPD.

* total charge: 0
* orbital gap: 8.6 eV
* E_HOMO: -0.290 Ha

```
20
Properties=species:S:1:pos:R:3:nbo_charge:R:1
O 2.14083 -1.06911 0.31875 -0.400
N 3.90129 0.08653 -0.17572 -0.471
N -2.84353 -1.67215 -0.27449 -0.790
C -0.20562 1.67519 0.08932 -0.270
C 0.26004 0.30624 -0.22973 -0.035
C -2.41667 0.63034 0.14822 -0.306
C 3.47485 -0.98741 0.42436 0.291
C 2.88312 0.79454 -0.60682 -0.099
C -1.94784 -0.67199 -0.17133 0.231
C 1.70299 0.07708 -0.25868 0.235
C -0.49522 -0.85012 -0.16235 -0.286
C -1.58207 1.70681 0.25413 -0.158
H -3.80767 -1.55228 -0.15779 0.383
H -2.56091 -2.49026 0.15390 0.375
H -2.23723 2.68292 0.58454 0.212
H -0.36999 -1.86537 -0.60047 0.230
H 0.37234 2.56689 0.22560 0.234
H 3.08000 1.79957 -0.81763 0.215
H 4.11551 -1.78372 0.96396 0.210
H -3.46423 0.61630 0.29224 0.198
```

***

Stability, highest: #two

***

#one
Here is 2 unconnected molecules or ions with the total composition C10H8N2O from the Open Molecules 2025 dataset. Energies are from ωB97M-V/def2-TZVPD.

* total charge: 0
* orbital gap (alpha / beta): 6.3 / 8.2 eV
* E_HOMO (alpha / beta): -0.302 / -0.361 Ha

```
21
Properties=species:S:1:pos:R:3:nbo_charge:R:1
O 3.28437 0.10330 -1.24542 -0.436
N 1.35668 -2.81440 0.23056 -0.281
N 1.55337 -0.67764 2.54292 -0.309
C 2.04119 0.47552 -1.04624 -0.120
C -2.55435 -0.52362 -0.64714 -0.194
C 1.29500 -1.66810 0.07019 0.242
C -0.68776 1.30084 0.24907 -0.173
C -1.28169 -0.94086 -0.37832 -0.167
C -2.95904 0.81495 -0.44982 -0.192
C 2.59853 -0.96004 2.12199 0.100
C -0.27756 -0.02028 -0.13457 -0.103
C -2.04504 1.71477 0.12068 -0.208
C 1.02934 -0.34395 -0.29246 -0.023
H 1.54905 1.14551 -1.78838 0.210
H -1.00427 -1.96419 -0.52717 0.231
H 3.51587 -1.28524 1.87797 0.228
H -2.24853 2.67492 0.48326 0.219
H -4.04594 0.99431 -0.66134 0.225
H 2.14288 1.13561 -0.11437 0.321
H 0.00251 2.06639 0.58540 0.214
H -3.26463 -1.22780 -0.99683 0.217
```

***

#two
Here is a single C10H8N2O molecule from the Open Molecules 2025 dataset. Energies are from ωB97M-V/def2-TZVPD.

* total charge: 0
* orbital gap: 8.9 eV
* E_HOMO: -0.326 Ha

```
21
Properties=species:S:1:pos:R:3:nbo_charge:R:1
O 0.96459 1.14648 2.42216 -0.564
N -0.37407 -2.18264 -1.04466 -0.392
N 2.07745 1.53594 1.69199 -0.103
C 2.16646 0.92434 0.55668 0.004
C -2.27336 -0.73539 -1.13269 -0.198
C 1.24528 -0.13170 0.00915 -0.029
C 1.72814 -1.39768 -0.23818 -0.243
C -2.07868 1.58409 -0.36944 -0.214
C -0.14804 0.11352 -0.25053 -0.085
C -0.91561 -0.93877 -0.79101 0.142
C 0.85077 -2.36662 -0.75133 0.064
C -2.86972 0.48991 -0.89778 -0.196
C -0.74988 1.40215 -0.07560 -0.177
H 1.00508 1.71019 3.21506 0.483
H 2.78745 -1.63305 -0.15779 0.222
H -2.88464 -1.56273 -1.51150 0.230
H -3.92814 0.63925 -1.10078 0.217
H 1.25247 -3.37403 -0.86369 0.185
H 3.09126 1.15762 0.00799 0.212
H -0.15925 2.18471 0.44850 0.226
H -2.53678 2.56993 -0.30204 0.217
```

***

Stability, highest: #two